8 unconnected molecules or ions with the total composition C32H64O24 at a distorted geometry, computed with ωB97M-V with the def2-TZVPD basis set.

Results
calculated total energy: -83361.876 eV
total charge: 0
SMILES: CCOC(=O)OC.CCOC(=O)OC.CCOC(=O)OC.CCOC(=O)OC.CCOC(=O)OC.CCOC(=O)OC.CCOC(=O)OC.CCOC(=O)OC
M: 832.84 Da
Kohn-Sham gap: 11.19 eV
maximum force: 3.3 eV/Å
energy relative to the best compared isomer or geometry (same formula, charge and spin): 38.1 kcal per mole
LUMO energy: 0.6 eV

Geometry (Å):
C (3.4788, -4.7120, 7.1077)
C (2.5354, -4.6071, 5.9309)
O (1.3573, -3.8649, 6.3150)
C (0.3037, -3.9782, 5.5105)
O (0.1793, -4.7756, 4.6181)
O (-0.6592, -3.1186, 5.9309)
C (-1.9382, -3.3567, 5.3235)
H (4.3603, -5.3053, 6.7985)
H (3.0186, -5.1995, 7.9337)
H (3.8798, -3.7575, 7.4394)
H (2.2375, -5.6257, 5.5295)
H (2.9112, -4.0382, 5.0600)
H (-2.5708, -2.4531, 5.4050)
H (-2.3893, -4.2366, 5.7897)
H (-1.8944, -3.5251, 4.2757)
C (-1.2970, 2.2003, -7.7449)
C (-0.8055, 2.0588, -6.3306)
O (-1.9115, 2.5351, -5.5077)
C (-1.6570, 2.9722, -4.2845)
O (-0.5332, 2.9947, -3.8133)
O (-2.8064, 3.2366, -3.6670)
C (-2.9415, 3.5576, -2.2234)
H (-0.4268, 1.9937, -8.4056)
H (-1.7184, 3.1892, -7.9045)
H (-2.0507, 1.4712, -8.0819)
H (0.1174, 2.6544, -6.2028)
H (-0.6200, 1.0100, -6.1116)
H (-2.5816, 2.7136, -1.5829)
H (-3.9711, 3.7233, -1.9556)
H (-2.4335, 4.4910, -2.0471)
C (-8.6785, -1.4894, 3.0424)
C (-7.6294, -0.8312, 3.9320)
O (-6.8345, 0.0356, 3.0919)
C (-5.7078, -0.4416, 2.6144)
O (-5.1628, -1.4860, 2.9265)
O (-5.3663, 0.5501, 1.7469)
C (-4.1771, 0.3464, 1.0086)
H (-9.1216, -0.7256, 2.3928)
H (-9.4743, -1.9048, 3.6537)
H (-8.1964, -2.1985, 2.3691)
H (-6.9916, -1.6191, 4.4157)
H (-8.0419, -0.1356, 4.6894)
H (-4.3610, 0.0070, -0.0205)
H (-3.4621, -0.3362, 1.5156)
H (-3.7041, 1.3422, 0.9278)
C (3.8442, -4.5801, 0.1150)
C (4.9712, -3.6947, 0.2755)
O (5.6101, -3.4979, -1.0204)
C (6.9009, -3.7938, -1.0996)
O (7.6180, -4.1296, -0.1870)
O (7.2932, -3.5874, -2.3903)
C (8.6548, -3.6083, -2.6720)
H (3.4269, -4.8437, 1.1220)
H (4.1097, -5.5278, -0.3972)
H (3.0971, -4.2140, -0.5184)
H (5.7371, -4.0904, 0.9701)
H (4.6781, -2.7529, 0.6873)
H (8.9572, -4.5780, -3.0293)
H (9.2012, -3.5555, -1.7224)
H (9.0531, -2.8546, -3.3549)
C (2.4082, 4.1795, -2.8483)
C (1.4261, 5.2683, -2.4418)
O (1.4520, 5.4045, -0.9730)
C (0.2764, 5.8738, -0.4617)
O (-0.7517, 5.9093, -1.0771)
O (0.4125, 6.2653, 0.8168)
C (-0.8186, 6.6144, 1.3892)
H (2.0312, 3.2109, -2.5155)
H (3.3515, 4.3544, -2.3862)
H (2.4151, 4.1768, -3.9473)
H (0.3949, 5.0973, -2.7518)
H (1.8126, 6.2096, -2.8305)
H (-1.5678, 5.8281, 1.2765)
H (-1.2919, 7.5359, 1.0971)
H (-0.5649, 6.7850, 2.4438)
C (3.3726, -0.1232, -2.4638)
C (3.6965, -0.3022, -1.0215)
O (3.2129, 0.7883, -0.2016)
C (3.3487, 0.6241, 1.0926)
O (3.8334, -0.4093, 1.5873)
O (2.8940, 1.6952, 1.7971)
C (3.0003, 1.5083, 3.2386)
H (2.3245, -0.1654, -2.5908)
H (3.8873, -0.9622, -2.9896)
H (3.7813, 0.8268, -2.8709)
H (4.8039, -0.3689, -0.9286)
H (3.3152, -1.2584, -0.6164)
H (4.0399, 1.4590, 3.5912)
H (2.4353, 0.6183, 3.5299)
H (2.5041, 2.3930, 3.6470)
C (-0.5465, 2.4511, 1.3026)
C (-0.3600, 1.0357, 0.7034)
O (0.0939, 0.1904, 1.7286)
C (0.6275, -0.9433, 1.3446)
O (0.9013, -1.2970, 0.1744)
O (0.7583, -1.7346, 2.3840)
C (1.6460, -2.8098, 2.1432)
H (0.3263, 2.7772, 1.8670)
H (-1.4594, 2.6639, 1.8023)
H (-0.5634, 3.1520, 0.4666)
H (0.3339, 1.0544, -0.0948)
H (-1.3248, 0.6310, 0.4087)
H (2.6378, -2.3515, 2.0670)
H (1.4753, -3.3407, 1.1840)
H (1.5161, -3.5024, 2.9532)
C (-5.6636, 1.3906, -3.3707)
C (-5.3061, -0.0606, -3.2583)
O (-4.0184, -0.2906, -3.7947)
C (-2.8853, 0.0440, -3.1058)
O (-2.8509, 0.3767, -1.9190)
O (-1.8397, -0.2077, -3.8833)
C (-0.6609, -0.5506, -3.2450)
H (-5.7543, 1.7637, -4.3895)
H (-4.8988, 1.9356, -2.8633)
H (-6.6046, 1.5593, -2.8617)
H (-5.9996, -0.6371, -3.9069)
H (-5.4475, -0.4624, -2.2716)
H (-0.2203, -1.3215, -3.8671)
H (-0.7727, -0.9515, -2.2304)
H (0.0084, 0.3468, -3.2472)